{
  "formula": "C42H28Cl5N6O3SZr",
  "method": "the ωB97M-V functional and the def2-TZVPD basis",
  "symbols": ["Zr", "C", "C", "C", "C", "C", "C", "C", "C", "C", "C", "C", "C", "C", "C", "C", "N", "H", "H", "H", "H", "H", "H", "H", "H", "H", "H", "Cl", "C", "C", "C", "Cl", "C", "O", "C", "C", "O", "C", "H", "H", "H", "Cl", "C", "C", "C", "Cl", "C", "O", "C", "Cl", "C", "H", "H", "N", "C", "C", "C", "C", "C", "C", "C", "N", "C", "C", "N", "C", "H", "H", "H", "H", "H", "H", "H", "C", "N", "C", "C", "N", "C", "S", "H", "H", "H", "H", "H", "H"],
  "coordinates": [[-0.167, 0.694, -0.211], [3.422, 1.546, -2.936], [4.493, 1.254, -2.102], [4.248, 0.885, -0.791], [2.937, 0.808, -0.317], [1.839, 1.112, -1.138], [2.122, 1.471, -2.454], [2.660, 0.431, 1.086], [3.706, 0.292, 2.036], [3.415, 0.056, 3.334], [2.066, 0.016, 3.762], [1.724, -0.116, 5.127], [0.419, -0.064, 5.523], [-0.584, 0.137, 4.554], [-0.276, 0.244, 3.225], [1.065, 0.163, 2.791], [1.386, 0.273, 1.441], [3.602, 1.829, -3.967], [5.509, 1.308, -2.470], [5.094, 0.653, -0.159], [1.309, 1.693, -3.133], [4.731, 0.385, 1.719], [4.206, -0.061, 4.066], [2.520, -0.238, 5.851], [0.155, -0.153, 6.569], [-1.619, 0.219, 4.862], [-1.077, 0.411, 2.522], [-2.905, 7.338, 2.033], [-2.060, 5.867, 1.670], [-0.657, 5.875, 1.660], [0.055, 4.736, 1.380], [1.783, 4.773, 1.355], [-0.610, 3.530, 1.093], [0.054, 2.441, 0.832], [-2.016, 3.545, 1.100], [-2.758, 2.377, 0.745], [-2.279, 1.281, 0.408], [-2.739, 4.717, 1.394], [-0.130, 6.795, 1.875], [-3.851, 2.456, 0.780], [-3.822, 4.703, 1.390], [-0.859, -5.030, -5.031], [-0.885, -3.566, -4.104], [0.090, -3.346, -3.147], [0.037, -2.175, -2.420], [1.279, -1.851, -1.247], [-0.947, -1.201, -2.596], [-0.985, -0.084, -1.874], [-1.895, -1.466, -3.584], [-3.154, -0.302, -3.864], [-1.879, -2.631, -4.332], [0.878, -4.067, -2.982], [-2.637, -2.804, -5.083], [-0.065, -9.351, 4.301], [-0.298, -8.336, 3.817], [-0.587, -7.057, 3.205], [0.246, -6.571, 2.202], [-0.037, -5.352, 1.609], [-1.137, -4.630, 2.039], [-1.970, -5.100, 3.041], [-1.695, -6.326, 3.622], [-1.415, -3.364, 1.428], [-2.578, -2.987, 0.774], [-2.363, -1.722, 0.340], [-1.091, -1.320, 0.718], [-0.558, -2.334, 1.361], [1.100, -7.152, 1.882], [0.586, -4.965, 0.812], [-2.816, -4.509, 3.365], [-2.330, -6.713, 4.407], [-3.415, -3.655, 0.676], [-3.015, -1.071, -0.215], [0.426, -2.364, 1.800], [0.403, 5.288, -3.751], [-0.081, 4.032, -4.313], [0.003, 3.642, -5.645], [-0.546, 2.416, -5.736], [-0.956, 2.079, -4.459], [-0.677, 3.065, -3.587], [-0.995, 3.108, -1.926], [0.684, 5.940, -4.573], [1.263, 5.101, -3.110], [-0.384, 5.750, -3.161], [0.444, 4.272, -6.396], [-0.687, 1.767, -6.582], [-1.476, 1.260, -4.183]],
  "forces_ev_per_angstrom": [[-0.43, 0.51, -0.01], [0.03, 0.01, -0.03], [-0.05, -0.01, 0.05], [0.06, -0.03, -0.07], [0.08, 0.00, 0.17], [0.19, -0.09, -0.08], [0.02, 0.01, 0.00], [0.01, 0.01, -0.12], [0.02, 0.00, -0.10], [0.03, -0.03, 0.13], [0.15, -0.05, 0.20], [0.03, 0.00, -0.01], [-0.10, 0.01, -0.08], [0.03, -0.01, 0.13], [-0.06, 0.00, -0.04], [-0.04, 0.01, -0.40], [0.30, 0.00, 0.47], [0.00, -0.01, 0.02], [-0.02, 0.00, 0.00], [-0.01, 0.00, -0.02], [-0.01, -0.02, -0.03], [0.00, 0.01, 0.00], [-0.02, 0.00, 0.00], [-0.01, 0.00, -0.02], [0.00, 0.00, -0.02], [0.02, 0.00, 0.02], [0.02, 0.01, -0.06], [0.04, -0.09, -0.02], [0.05, 0.12, 0.03], [0.04, 0.09, 0.02], [0.09, 0.21, 0.09], [-0.15, -0.08, -0.01], [0.27, -0.48, -0.07], [-0.17, 0.49, 0.32], [-0.42, 0.03, -0.09], [0.17, -0.08, 0.11], [-0.12, 0.01, -0.12], [-0.05, 0.00, 0.01], [0.00, -0.01, -0.01], [-0.04, 0.02, 0.04], [0.02, -0.01, -0.01], [0.00, 0.06, 0.03], [-0.01, -0.12, -0.07], [-0.02, 0.02, -0.03], [0.16, -0.11, 0.05], [0.05, -0.20, -0.05], [0.00, 0.42, 0.31], [0.02, -0.68, -0.64], [-0.21, -0.17, -0.12], [-0.03, -0.10, 0.07], [-0.04, 0.06, -0.03], [-0.02, 0.02, 0.00], [0.01, 0.00, 0.02], [-0.01, 0.05, -0.02], [-0.04, 0.18, -0.09], [0.04, -0.24, 0.12], [0.04, 0.03, -0.05], [0.10, -0.05, 0.01], [-0.10, 0.18, -0.11], [-0.02, -0.05, 0.00], [-0.06, 0.02, 0.04], [-0.05, -0.17, 0.01], [0.14, -0.10, 0.17], [0.13, 0.08, 0.05], [-0.16, 0.28, -0.33], [-0.02, 0.00, 0.03], [-0.01, 0.00, 0.00], [-0.02, -0.02, 0.01], [0.01, -0.02, 0.00], [0.00, 0.00, -0.01], [0.02, 0.01, 0.00], [0.02, 0.00, 0.00], [0.00, 0.00, -0.02], [-0.01, -0.16, -0.11], [0.09, 0.22, -0.05], [0.03, 0.08, 0.18], [-0.05, -0.03, 0.12], [-0.03, -0.07, -0.07], [0.03, -0.15, -0.05], [0.04, 0.17, 0.13], [0.01, 0.01, 0.01], [0.00, 0.00, 0.02], [-0.01, 0.01, 0.00], [-0.02, 0.00, 0.03], [0.00, 0.01, 0.02], [0.00, -0.03, -0.02]],
  "mulliken_charge": [-0.98, -1.07, -1.00, -0.93, 1.30, 1.14, -0.37, 1.23, -1.07, -1.54, 1.01, -0.81, -0.79, -1.11, 0.11, -0.33, 1.30, 0.47, 0.42, 0.41, 0.49, 0.49, 0.42, 0.44, 0.44, 0.50, 0.63, -0.21, 0.07, -0.45, 0.12, -0.21, -0.92, 0.68, 1.75, -0.71, -0.42, -1.10, 0.48, 0.34, 0.46, -0.20, 0.26, -0.86, 1.03, -0.15, -1.21, 0.69, 0.38, -0.22, -0.66, 0.52, 0.49, -0.47, -0.04, 0.53, -0.80, -0.05, 0.03, -0.51, -0.79, 0.29, -0.65, -1.28, 1.26, -1.11, 0.45, 0.57, 0.51, 0.45, 0.58, 0.53, 0.73, -0.83, 0.31, -0.50, -0.37, 0.33, -0.87, -0.04, 0.32, 0.30, 0.34, 0.43, 0.46, 0.10],
  "e_lumo_ev": -2.9,
  "homo_ev": -10.200,
  "charge": 1
}

=====

{
  "formula": "C3H6N2O",
  "method": "the ωB97M-V functional and the def2-TZVPD basis",
  "symbols": ["C", "C", "C", "N", "N", "O", "H", "H", "H", "H", "H", "H"],
  "coordinates": [[-1.383, -0.220, 0.140], [-0.439, -1.325, 0.347], [0.209, 1.389, -0.439], [-2.773, -0.495, 0.219], [-1.175, 0.958, -0.283], [-3.472, 0.454, 0.108], [-0.279, -1.426, 1.399], [-0.935, -2.209, -0.016], [0.480, -1.005, -0.214], [0.782, 0.689, 0.131], [0.495, 1.642, -1.470], [0.277, 2.376, -0.002]],
  "forces_ev_per_angstrom": [[0.62, 2.58, -1.06], [0.46, 0.84, -0.82], [-1.10, 0.62, 0.25], [-1.58, -2.07, 0.35], [1.16, 0.12, -0.50], [-0.98, 0.58, 0.21], [0.53, -0.31, 0.73], [0.26, -0.52, -0.25], [-0.73, -1.26, 0.71], [1.45, 0.17, -0.26], [-0.09, -0.95, 0.06], [0.01, 0.22, 0.59]],
  "mulliken_charge": [0.83, -0.98, -0.78, -0.20, -0.37, -0.26, 0.25, 0.34, 0.34, 0.34, 0.22, 0.25],
  "smiles": "C/N=C(\\C)N=O",
  "e_lumo_ev": [-0.6, -0.6],
  "homo_ev": [-8.936, -8.935],
  "charge": 0
}

=====

The calculation returns the following E values, one per record and in order: -4917.811831; -302.527530 Eh.